1.
{
  "formula": "C27H65IN7O11PSi",
  "method": "the ωB97M-V functional and the def2-TZVPD basis",
  "largest_force_ha_per_bohr": 0.04056,
  "species": ["C", "C", "C", "I", "O", "P", "O", "O", "O", "Si", "C", "C", "C", "H", "H", "H", "H", "H", "H", "H", "H", "H", "H", "H", "H", "H", "H", "H", "H", "C", "O", "N", "C", "C", "H", "H", "H", "H", "H", "H", "H", "C", "O", "N", "C", "C", "H", "H", "H", "H", "H", "H", "H", "C", "O", "N", "C", "C", "H", "H", "H", "H", "H", "H", "H", "C", "O", "N", "C", "C", "H", "H", "H", "H", "H", "H", "H", "C", "O", "N", "C", "C", "H", "H", "H", "H", "H", "H", "H", "C", "O", "N", "C", "C", "H", "H", "H", "H", "H", "H", "H", "C", "O", "N", "C", "C", "H", "H", "H", "H", "H", "H", "H"],
  "xyz": [[2.243, 0.632, 3.456], [1.544, 1.072, 2.170], [0.421, 2.113, 2.297], [-0.043, 2.721, 4.347], [-0.731, 1.795, 1.535], [-1.474, 0.382, 1.673], [-0.970, -0.611, 0.715], [-1.300, -0.092, 3.170], [-2.981, 0.712, 1.397], [-4.108, 1.371, 2.508], [-3.676, 3.087, 3.093], [-4.455, 0.231, 3.946], [-5.690, 1.493, 1.511], [2.749, 1.464, 3.938], [3.033, -0.065, 3.173], [1.571, 0.126, 4.143], [2.337, 1.522, 1.577], [1.212, 0.186, 1.636], [0.768, 3.050, 1.882], [-1.524, -1.043, 3.128], [-2.869, 3.546, 2.527], [-3.385, 3.028, 4.141], [-4.583, 3.696, 3.061], [-4.271, -0.810, 3.704], [-5.486, 0.404, 4.253], [-3.824, 0.537, 4.781], [-5.485, 1.720, 0.466], [-6.224, 0.543, 1.534], [-6.338, 2.263, 1.925], [-2.606, -3.052, 1.444], [-3.006, -2.310, 2.338], [-3.194, -4.204, 1.114], [-2.689, -5.047, 0.038], [-4.372, -4.625, 1.853], [-1.727, -2.801, 0.836], [-3.454, -5.166, -0.730], [-2.425, -6.026, 0.425], [-1.813, -4.591, -0.410], [-5.163, -3.880, 1.760], [-4.136, -4.734, 2.912], [-4.721, -5.576, 1.459], [0.050, -6.715, -1.244], [-1.132, -6.920, -1.453], [1.008, -7.653, -1.272], [2.399, -7.341, -1.015], [0.635, -9.028, -1.575], [0.440, -5.708, -1.006], [3.011, -7.596, -1.882], [2.762, -7.904, -0.153], [2.506, -6.278, -0.808], [0.170, -9.083, -2.557], [-0.080, -9.394, -0.837], [1.522, -9.654, -1.569], [1.569, -10.519, -5.597], [1.730, -10.547, -4.392], [1.462, -9.390, -6.322], [1.269, -9.409, -7.757], [1.542, -8.114, -5.630], [1.492, -11.435, -6.206], [2.093, -8.896, -8.260], [0.334, -8.913, -8.023], [1.231, -10.437, -8.110], [2.501, -8.023, -5.117], [0.751, -8.036, -4.883], [1.438, -7.308, -6.350], [4.041, 2.300, -0.967], [4.170, 2.171, 0.238], [3.916, 3.465, -1.616], [3.778, 3.538, -3.059], [3.916, 4.705, -0.855], [4.021, 1.424, -1.640], [4.599, 4.118, -3.481], [2.833, 4.018, -3.319], [3.795, 2.540, -3.493], [4.847, 4.805, -0.297], [3.094, 4.693, -0.143], [3.800, 5.554, -1.522], [-5.362, 6.132, 4.261], [-5.919, 5.105, 3.923], [-5.998, 7.245, 4.667], [-5.284, 8.441, 5.061], [-7.452, 7.235, 4.707], [-4.262, 6.230, 4.263], [-5.513, 8.698, 6.097], [-5.564, 9.281, 4.422], [-4.213, 8.275, 4.972], [-7.805, 6.454, 5.380], [-7.856, 7.032, 3.715], [-7.808, 8.201, 5.054], [6.658, 0.607, -4.770], [6.381, 1.100, -5.845], [5.975, -0.401, -4.195], [6.340, -0.956, -2.906], [4.829, -0.946, -4.902], [7.511, 0.958, -4.163], [6.568, -2.019, -3.011], [5.511, -0.841, -2.205], [7.213, -0.443, -2.509], [5.134, -1.337, -5.873], [4.083, -0.169, -5.074], [4.389, -1.746, -4.311], [2.284, 8.677, 0.175], [3.085, 8.106, -0.541], [1.552, 8.068, 1.126], [0.604, 8.783, 1.955], [1.735, 6.640, 1.311], [2.087, 9.759, 0.099], [0.878, 8.696, 3.009], [-0.401, 8.378, 1.820], [0.597, 9.836, 1.681], [2.774, 6.432, 1.571], [1.505, 6.120, 0.381], [1.081, 6.279, 2.101]],
  "atomic_forces_ev_per_a": [[0.19, -0.21, -0.36], [0.57, 0.00, 0.67], [0.34, -0.11, -0.55], [-0.11, 0.08, -0.15], [-0.18, 0.11, 1.16], [-0.14, -0.97, -1.84], [0.20, 0.09, 0.00], [0.01, 0.29, 0.14], [0.21, 0.63, 0.99], [-1.01, 0.06, -0.37], [0.10, -0.40, 0.09], [0.54, 0.55, 0.00], [0.30, -0.29, -0.17], [-0.16, 0.08, 0.21], [-0.01, -0.13, 0.01], [-0.05, 0.06, 0.15], [-0.14, 0.10, -0.35], [-0.35, 0.07, -0.08], [-0.13, 0.15, 0.04], [-0.28, -0.12, 0.23], [0.04, 0.13, -0.04], [0.21, 0.11, 0.06], [0.19, -0.02, -0.14], [-0.13, -0.15, 0.01], [-0.15, -0.15, -0.04], [0.10, -0.21, 0.10], [-0.03, 0.14, -0.06], [-0.06, -0.06, -0.01], [-0.05, 0.07, 0.04], [0.09, 0.03, -0.16], [0.21, -0.01, 0.29], [0.00, -0.04, -0.08], [-0.35, 0.14, 0.34], [0.04, 0.09, 0.01], [-0.01, 0.06, 0.03], [0.07, -0.06, -0.07], [0.05, -0.07, -0.07], [0.03, 0.05, 0.01], [-0.02, -0.02, 0.02], [-0.03, -0.01, 0.01], [0.02, -0.01, -0.02], [-0.05, 0.11, -0.02], [0.10, -0.13, -0.12], [0.16, -0.06, 0.01], [-0.09, -0.12, -0.04], [-0.12, 0.10, 0.03], [0.00, -0.02, 0.00], [0.04, 0.01, 0.02], [0.05, 0.03, 0.00], [-0.02, 0.02, 0.00], [0.02, -0.08, -0.01], [0.00, -0.02, 0.00], [0.03, 0.01, -0.05], [-0.01, -0.09, 0.04], [0.02, 0.03, 0.05], [-0.01, 0.07, -0.13], [0.01, 0.12, 0.13], [0.00, -0.12, 0.06], [0.01, 0.01, 0.00], [-0.01, -0.02, -0.05], [0.00, -0.02, -0.05], [0.00, -0.02, 0.01], [0.00, 0.03, 0.01], [0.00, 0.04, 0.00], [-0.01, 0.00, -0.03], [0.06, -0.30, 0.02], [-0.03, 0.15, 0.02], [0.00, 0.14, -0.20], [0.02, 0.09, 0.16], [0.05, -0.21, 0.07], [-0.02, 0.05, -0.05], [-0.03, -0.01, -0.10], [0.01, 0.00, -0.08], [0.02, -0.03, 0.04], [-0.01, 0.05, 0.02], [0.02, 0.04, 0.04], [-0.02, 0.00, -0.01], [0.15, -0.14, -0.04], [-0.28, 0.16, 0.06], [-0.01, 0.16, 0.05], [-0.17, -0.06, -0.02], [0.07, -0.09, -0.03], [-0.01, 0.00, 0.00], [0.04, 0.04, 0.01], [0.04, 0.04, 0.02], [0.01, -0.02, 0.00], [-0.04, 0.01, 0.00], [-0.04, 0.00, 0.01], [0.02, 0.02, 0.01], [0.12, 0.14, -0.01], [-0.06, -0.01, -0.01], [-0.02, -0.06, 0.09], [-0.22, -0.03, -0.20], [0.08, 0.08, -0.03], [-0.01, -0.04, 0.02], [0.05, 0.00, 0.11], [0.08, -0.04, 0.11], [0.01, 0.03, -0.02], [-0.04, -0.01, -0.01], [-0.03, -0.02, -0.02], [0.01, 0.00, 0.03], [0.04, 0.06, -0.09], [0.00, -0.03, 0.00], [-0.11, 0.03, 0.12], [0.07, -0.16, -0.02], [0.03, 0.09, -0.06], [0.00, -0.01, 0.01], [-0.04, 0.04, 0.02], [-0.03, 0.04, 0.03], [0.01, 0.01, -0.02], [-0.02, -0.09, 0.01], [-0.01, -0.07, 0.03], [-0.02, 0.05, 0.03]]
}

2.
{
  "formula": "C27H66BaN5O14P2",
  "method": "the ωB97M-V functional and the def2-TZVPD basis",
  "largest_force_ha_per_bohr": 0.06268,
  "total_charge": 1,
  "species": ["Ba", "O", "H", "C", "O", "N", "C", "C", "H", "H", "H", "H", "H", "H", "H", "C", "O", "N", "C", "C", "H", "H", "H", "H", "H", "H", "H", "C", "O", "N", "C", "C", "H", "H", "H", "H", "H", "H", "H", "C", "O", "N", "C", "C", "H", "H", "H", "H", "H", "H", "H", "C", "O", "N", "C", "C", "H", "H", "H", "H", "H", "H", "H", "C", "C", "O", "P", "O", "O", "C", "C", "O", "C", "C", "H", "H", "H", "H", "H", "H", "H", "H", "H", "H", "H", "H", "H", "H", "H", "C", "C", "O", "P", "O", "O", "C", "C", "O", "C", "C", "H", "H", "H", "H", "H", "H", "H", "H", "H", "H", "H", "H", "H", "H", "H"],
  "xyz": [[-0.267, -0.017, 1.065], [-1.893, -0.990, 2.901], [-1.567, -1.756, 3.414], [-2.947, 2.025, 2.144], [-2.202, 1.905, 1.133], [-3.352, 3.188, 2.703], [-4.268, 3.169, 3.818], [-2.887, 4.447, 2.259], [-3.336, 1.223, 2.790], [-3.761, 3.597, 4.683], [-4.710, 2.209, 4.087], [-5.170, 3.756, 3.649], [-2.058, 4.410, 1.552], [-3.678, 5.011, 1.765], [-2.539, 5.025, 3.115], [1.830, 3.050, 1.755], [1.099, 2.048, 1.996], [1.574, 4.313, 2.177], [2.171, 5.505, 1.491], [0.475, 4.630, 3.107], [2.626, 2.853, 1.021], [2.930, 5.254, 0.750], [2.727, 6.213, 2.105], [1.350, 5.999, 0.970], [-0.024, 3.754, 3.521], [0.620, 5.397, 3.868], [-0.243, 5.139, 2.465], [-0.210, -3.746, 1.264], [-0.263, -2.716, 0.666], [-0.313, -4.950, 0.705], [-0.066, -6.162, 1.434], [-0.535, -5.096, -0.772], [0.038, -3.857, 2.331], [0.868, -6.592, 1.073], [-0.776, -6.951, 1.185], [-0.013, -5.951, 2.502], [-1.149, -5.961, -1.023], [-0.902, -4.239, -1.337], [0.423, -5.329, -1.235], [2.824, -1.102, 3.510], [1.827, -0.989, 2.851], [2.904, -0.480, 4.716], [4.118, -0.633, 5.430], [1.963, 0.539, 5.167], [3.672, -1.738, 3.210], [4.772, 0.189, 5.140], [4.411, -1.682, 5.402], [3.798, -0.475, 6.460], [0.972, 0.445, 4.724], [1.887, 0.366, 6.240], [2.383, 1.534, 5.019], [0.872, 2.760, -1.692], [0.277, 1.894, -1.046], [0.365, 3.922, -2.108], [1.128, 4.846, -2.949], [-1.032, 4.261, -1.894], [1.918, 2.634, -2.009], [2.152, 4.479, -3.010], [1.257, 5.760, -2.369], [0.616, 5.095, -3.878], [-1.559, 3.561, -1.245], [-1.106, 5.228, -1.398], [-1.494, 4.322, -2.880], [6.251, 0.501, -0.077], [4.721, 0.571, -0.117], [4.346, 0.110, -1.412], [2.961, -0.638, -1.503], [1.991, -0.471, -0.373], [3.380, -2.184, -1.743], [3.787, -2.999, -0.665], [3.719, -4.450, -1.221], [2.399, -0.201, -2.951], [1.193, -0.760, -3.463], [0.254, 0.189, -4.171], [6.641, -0.516, -0.060], [6.740, 0.934, -0.949], [6.601, 1.061, 0.791], [4.258, -0.011, 0.680], [4.310, 1.550, 0.128], [4.727, -2.705, -0.199], [2.948, -2.886, 0.022], [4.610, -4.638, -1.821], [3.712, -5.190, -0.420], [2.807, -4.602, -1.798], [1.539, -1.454, -4.229], [0.760, -1.416, -2.709], [0.822, 0.732, -4.927], [-0.628, -0.295, -4.590], [-0.293, 0.835, -3.485], [-3.973, 1.855, -2.675], [-4.094, 0.513, -3.396], [-3.988, -0.587, -2.473], [-2.597, -1.392, -2.046], [-1.578, -0.601, -1.335], [-2.036, -2.080, -3.426], [-2.953, -2.805, -4.226], [-2.465, -4.261, -4.420], [-3.083, -2.746, -1.301], [-3.611, -2.830, -0.015], [-5.077, -3.282, -0.205], [-2.921, 2.111, -2.549], [-4.474, 2.622, -3.265], [-4.552, 1.747, -1.758], [-5.053, 0.319, -3.876], [-3.380, 0.494, -4.220], [-3.942, -2.878, -3.774], [-3.238, -2.268, -5.131], [-2.766, -4.916, -3.603], [-2.924, -4.609, -5.345], [-1.379, -4.265, -4.512], [-3.058, -3.539, 0.601], [-3.554, -1.881, 0.519], [-5.747, -2.517, -0.597], [-5.204, -4.093, -0.923], [-5.440, -3.725, 0.722]],
  "atomic_forces_ev_per_a": [[-0.51, -0.62, 0.34], [0.64, -0.09, -0.16], [-0.37, 0.62, -0.31], [0.82, 0.11, -0.64], [-1.63, 0.52, 2.08], [0.10, -1.54, -0.74], [-0.49, 0.53, 0.70], [0.16, 1.39, -0.40], [0.38, -0.72, -0.80], [-0.11, -0.09, 0.23], [0.77, -0.37, -0.29], [0.17, 0.46, -0.39], [-0.14, -0.64, 0.06], [-0.17, 0.13, 0.06], [-0.09, 0.15, 0.11], [-2.48, -1.75, -0.17], [1.71, 2.47, 0.52], [1.52, 0.45, 0.38], [-0.07, -0.80, -0.09], [-0.91, 0.28, -1.33], [0.22, 0.86, 0.29], [-0.28, -0.68, -0.12], [-0.56, -0.15, 0.69], [0.08, 0.26, 0.04], [0.45, -0.08, -0.14], [1.11, -0.36, 0.15], [-0.45, -0.15, 0.00], [0.79, -1.75, 1.06], [-0.21, 1.96, -1.07], [-1.32, -0.40, -2.12], [0.49, -0.45, -0.44], [0.92, -0.37, 0.24], [-0.21, 0.47, 0.22], [0.44, 0.03, 0.32], [-0.52, 0.29, 0.34], [-0.07, -0.21, -0.11], [-0.31, 0.06, 0.51], [-0.21, 0.27, 0.87], [0.31, -0.01, 0.03], [-0.78, 0.87, 1.54], [-1.09, -0.24, -1.88], [-0.15, -0.78, -1.79], [-0.72, 0.47, 1.50], [0.25, -0.60, 0.36], [0.11, 0.06, 0.26], [0.89, -0.57, 0.19], [0.81, 0.39, -0.39], [0.65, 0.08, 0.36], [0.29, -0.09, -0.21], [-0.28, 0.25, 0.09], [-0.10, 0.15, -0.16], [-0.24, -1.16, 0.48], [0.44, 1.05, -0.52], [-0.37, 0.26, -0.30], [0.19, 0.09, 1.56], [0.03, 0.20, 0.08], [0.08, -0.12, 0.04], [-0.18, -0.24, -0.74], [-0.25, 0.40, -0.16], [0.27, -0.36, -0.11], [0.34, -0.33, -0.22], [0.05, 0.23, -0.16], [-0.36, 0.05, 0.10], [-0.13, 0.38, 0.20], [1.20, -0.02, 0.77], [-1.02, 0.28, -0.10], [-1.98, -1.26, -0.83], [1.76, -0.09, -1.22], [0.06, 2.07, -1.11], [-2.00, -1.59, 0.12], [0.84, 0.59, 0.63], [1.28, 0.76, 1.69], [-0.30, -2.00, -0.80], [-0.38, 0.61, 0.93], [-0.31, -0.11, 0.33], [-0.42, 0.32, -0.11], [0.15, -0.20, 0.11], [0.15, -0.59, -0.12], [0.26, 0.44, -0.70], [0.13, -0.03, -0.28], [0.35, -0.14, 0.81], [-0.20, -0.11, -0.25], [0.08, 0.11, 0.18], [0.13, 0.26, -0.08], [0.07, -0.17, -0.13], [-0.54, 0.45, 0.16], [-0.30, 0.18, -0.02], [0.60, -0.74, -0.48], [0.66, 0.58, 0.30], [-0.72, -0.72, -0.47], [0.03, 0.30, -0.26], [2.11, -1.69, 0.85], [-0.99, -0.97, -0.93], [-0.57, -0.18, -0.57], [-0.40, 1.52, 1.60], [-1.23, -1.49, 0.08], [-0.15, 1.09, -0.45], [1.41, 1.75, -2.31], [-2.12, -0.03, 0.92], [0.12, -0.46, 0.46], [-0.20, -0.01, 0.44], [0.14, 0.09, -0.13], [0.45, 0.30, 0.29], [-0.19, 0.42, 0.23], [0.43, -0.50, 0.13], [0.03, 0.08, 0.63], [1.00, 0.06, -0.39], [0.02, 0.20, 0.05], [0.17, -0.31, 0.02], [-0.03, -0.12, -0.14], [0.17, -0.13, -0.36], [0.02, 0.10, 0.03], [0.16, 0.34, 0.42], [0.65, -0.15, -0.16], [-0.28, 0.44, 0.17]]
}

Let's list E_LUMO in order: 0.286, -1.652 eV.